# 1
ORCA calculation (ωB97M-V/def2-TZVPD) on C30H45BrN4OP2Pb as an isolated structure.

Element x y z (Å)
C 2.8576 -3.3046 0.1104
C 3.1266 -2.1981 -0.7231
C 3.0247 -2.3591 -2.1149
C 2.8769 -3.6555 -2.6188
N 2.7171 -4.7156 -1.8232
C 2.7271 -4.5604 -0.4971
C 3.4767 -0.9127 -0.1892
C 3.4747 0.1827 0.3572
C 3.6652 1.4093 1.0430
C 2.6613 2.3170 1.4578
C 3.0103 3.5227 2.0522
C 4.3560 3.7945 2.2414
C 5.3854 2.9044 1.8779
C 5.0111 1.6959 1.2934
Pb 0.1053 0.4888 1.0724
P -1.3581 -1.8632 -0.5044
H 3.0962 -1.5034 -2.7847
H 2.7856 -3.2015 1.1910
H 2.8961 -3.8183 -3.6979
H 2.6318 -5.4570 0.1195
H 5.7655 0.9585 1.0032
H 1.5738 2.1809 1.3367
H 6.4300 3.1557 2.0363
H 2.2585 4.2637 2.3551
C -3.2071 -1.6644 -0.5295
C -4.0521 -2.4539 -1.5262
H -3.3678 -0.5889 -0.7067
H -3.5483 -1.8633 0.4970
H -5.1006 -2.1400 -1.4305
H -3.7600 -2.2700 -2.5663
H -4.0329 -3.5360 -1.3466
C -0.9422 -2.3012 -2.2693
C -1.0475 -3.7486 -2.7461
H 0.1013 -1.9705 -2.3925
H -1.5498 -1.6422 -2.9083
H -0.7778 -3.7941 -3.8114
H -0.3460 -4.4107 -2.2208
H -2.0598 -4.1660 -2.6571
C -1.0936 -3.4565 0.4070
C -2.1944 -4.5119 0.4143
H -0.8790 -3.1549 1.4438
H -0.1591 -3.8829 0.0185
H -1.8963 -5.3356 1.0764
H -3.1443 -4.1230 0.7962
H -2.3714 -4.9558 -0.5731
Br 4.7836 5.5186 2.9925
P -0.4062 2.1855 -1.4830
C -1.4451 1.6703 -2.9093
C -2.1842 2.7755 -3.6548
H -2.1703 0.9520 -2.4931
H -0.8144 1.0880 -3.5974
H -2.8484 2.3396 -4.4129
H -2.8055 3.3751 -2.9809
H -1.4965 3.4505 -4.1789
C -1.1401 3.7361 -0.7918
C -0.7203 5.0611 -1.4135
H -0.8656 3.7449 0.2754
H -2.2335 3.6206 -0.8189
H -1.1585 5.8956 -0.8492
H 0.3667 5.1961 -1.3945
H -1.0617 5.1615 -2.4507
C 1.2576 2.6340 -2.1494
C 1.2968 3.1845 -3.5724
H 1.8529 1.7071 -2.0897
H 1.7307 3.3333 -1.4424
H 2.3409 3.3336 -3.8801
H 0.8370 2.4915 -4.2872
H 0.7914 4.1560 -3.6545
C 0.1892 -1.4534 5.6763
N -0.7655 -0.6325 4.9163
C -1.8238 0.0214 5.4968
C -2.6761 0.7897 4.7429
C -2.4123 0.9330 3.3725
N -1.3174 0.3511 2.8562
C -0.5046 -0.4531 3.6045
O 0.5138 -0.9512 3.0249
N -3.1325 1.6134 2.4653
H 1.1967 -1.0185 5.6144
H 0.2178 -2.4706 5.2643
H -0.1661 -1.4615 6.7092
H -1.9180 -0.1490 6.5685
H -3.5489 1.2787 5.1640
H -4.0093 2.0501 2.7162
H -2.8771 1.5874 1.4821

Output
- Net charge: +4
- HOMO (alpha / beta): -18.54 / -18.54 eV
- Orbital gap (alpha / beta): 3.89 / 3.99 eV
- ΔE to the lowest compared entry with this formula, charge and spin: 0.000 eV
- Energy: -133673.67233 eV



# 2
ORCA calculation (ωB97M-V/def2-TZVPD) on C30H45F4N13O6P2 as an isolated structure.

Element x y z (Å)
C 0.7959 -1.7277 -2.1342
P 2.0599 -0.4815 -2.6383
O 2.3339 -0.8551 -4.2108
O 3.4329 -0.9195 -1.6477
P 4.7235 -0.1132 -2.0136
O 4.6183 0.6398 -3.2454
O 5.8999 -1.2145 -2.2168
C 7.1591 -0.8217 -1.6436
C 7.7533 0.4494 -2.2546
O 8.2088 1.2836 -1.5438
F 7.7437 0.6627 -3.5690
O 5.1108 0.7964 -0.6949
C 4.1546 1.7194 -0.3870
F 3.0393 1.1461 0.0163
F 3.8833 2.5802 -1.3477
F 4.6277 2.4366 0.6384
H -0.1909 -1.2582 -2.0071
H 0.7664 -2.5099 -2.9052
H 1.1507 -2.2232 -1.2214
H 2.4074 0.0183 -4.6369
H 7.1050 -0.7616 -0.5570
H 7.8560 -1.6389 -1.8719
C 1.6073 1.4349 3.2284
C 1.2439 0.1211 2.7049
N 0.9408 -0.9045 2.2882
H 0.7748 2.1166 3.0844
H 1.8341 1.3657 4.2904
H 2.4787 1.8210 2.7022
C -2.1754 4.6122 2.9745
C -1.0807 3.9816 2.2360
N -0.2212 3.4847 1.6587
H -1.8043 5.4852 3.5079
H -2.9571 4.9214 2.2845
H -2.5940 3.9075 3.6898
C -2.4570 -3.4847 0.5417
C -2.2314 -2.4463 -0.4604
N -2.0466 -1.6295 -1.2449
H -1.9772 -3.2009 1.4807
H -3.5256 -3.6136 0.7128
H -2.0357 -4.4268 0.1925
C 4.8094 -3.2329 -5.8802
C 3.5758 -3.9586 -5.5610
N 2.6104 -4.5241 -5.3074
H 4.6056 -2.4578 -6.6160
H 5.2063 -2.7697 -4.9784
H 5.5503 -3.9200 -6.2851
C -5.2639 -1.4070 3.1427
C -5.5916 -2.6287 2.3358
N -5.8356 -3.5679 1.7191
H -5.4463 -0.5257 2.5396
H -5.8897 -1.3809 4.0092
H -4.2253 -1.4414 3.4338
C -6.1043 3.8823 0.6885
C -5.7360 3.6373 2.0811
N -5.4456 3.4430 3.1743
H -5.2266 4.1960 0.1267
H -6.5006 2.9712 0.2444
H -6.8590 4.6653 0.6362
C -2.3107 1.7183 -0.4058
C -3.7314 1.3997 -0.5432
N -4.8468 1.1503 -0.6499
H -1.7219 0.8034 -0.4589
H -2.0021 2.3865 -1.2077
H -2.1283 2.2019 0.5490
C 2.5842 1.1625 7.9400
C 1.4427 1.6940 7.1942
N 0.5478 2.1103 6.6097
H 3.1273 1.9777 8.4137
H 2.2355 0.4736 8.7066
H 3.2532 0.6339 7.2637
C -5.7936 -1.3679 -1.4523
C -6.6089 -0.8721 -0.3463
N -7.2534 -0.4766 0.5142
H -5.0914 -2.1136 -1.0863
H -6.4331 -1.8207 -2.2078
H -5.2384 -0.5450 -1.8988
C -3.9261 1.8939 6.3472
C -4.4380 0.9113 5.3916
N -4.8374 0.1390 4.6390
H -4.5626 1.9165 7.2298
H -2.9128 1.6278 6.6442
H -3.9177 2.8810 5.8880
C 4.0092 4.4135 -4.5328
C 3.3840 3.1504 -4.9179
N 2.9007 2.1561 -5.2145
H 4.0547 4.4850 -3.4478
H 5.0187 4.4628 -4.9359
H 3.4281 5.2473 -4.9220
C 2.8441 -3.3489 -9.7321
C 3.9850 -4.2600 -9.6275
N 4.8794 -4.9730 -9.5417
H 2.0738 -3.7928 -10.3592
H 2.4317 -3.1590 -8.7423
H 3.1634 -2.4064 -10.1727
C -2.4463 -4.2852 5.3038
C -2.2347 -3.2410 4.3023
N -2.0738 -2.4223 3.5147
H -1.9530 -4.0100 6.2339
H -3.5121 -4.4086 5.4872
H -2.0348 -5.2273 4.9470

Output
- Net charge: 0
- HOMO: -8.26 eV
- Orbital gap: 8.47 eV
- Energy: -92943.01518 eV



| no. | M (g mol⁻¹) |
| --- | --- |
| 1 | 826.77 |
| 2 | 821.72 |